Version a
Computed, not measured: one molecule with the formula CH2N4O, with ωB97M-V/def2-TZVPD.

Element x y z (Å)
O -0.048 2.040 -0.069
N 0.646 -1.351 0.109
N -0.608 -1.378 0.043
N 1.051 -0.064 0.103
N -1.038 -0.098 -0.010
C -0.008 0.829 -0.013
H 2.031 -0.066 -0.115
H -2.026 0.087 -0.048

Summary:
**LUMO energy**: 0.9 eV
**E_HOMO**: -9.986 eV
**SMILES string**: O=c1[nH]nn[nH]1
**HOMO-LUMO gap**: 0.3992 Eh
**Net charge**: 0


Version b
Computed, not measured: one molecule with the formula CH2N4O, with ωB97M-V/def2-TZVPD.

Element x y z (Å)
O 0.068 -1.162 -0.059
N 0.130 0.990 -0.194
N -1.936 0.185 -0.010
N 1.304 -0.607 0.039
N 1.391 0.625 0.060
C -0.702 -0.083 0.106
H -2.457 -0.636 0.153
H -0.106 2.085 0.413

Summary:
**LUMO energy**: 0.4 eV
**E_HOMO**: -9.779 eV
**SMILES string**: [H]/N=c1/[nH]nno1
**HOMO-LUMO gap**: 0.3754 Eh
**Net charge**: 0


Version c
Computed, not measured: one molecule with the formula CH2N4O, with ωB97M-V/def2-TZVPD.

Element x y z (Å)
O -2.354 -0.060 -0.179
N -0.686 0.662 -1.135
N -0.624 -0.757 0.978
N -1.757 -0.627 0.707
N 1.471 0.059 -0.158
C 0.144 0.199 -0.383
H 2.073 0.731 -0.609
H 1.733 -0.207 0.779

Summary:
**LUMO energy**: -0.7 eV
**E_HOMO**: -10.419 eV
**HOMO-LUMO gap**: 0.3564 Eh
**Net charge**: 0


Version d
Computed, not measured: one molecule with the formula CH2N4O, with ωB97M-V/def2-TZVPD.

Element x y z (Å)
O 0.111 0.489 -1.410
N 0.904 -0.635 -1.130
N -0.875 -0.030 1.672
N 0.726 -0.945 0.080
N -0.401 1.028 -0.148
C -0.212 -0.012 0.582
H -1.202 0.952 1.885
H -0.892 -0.717 2.588

Summary:
**LUMO energy**: 0.2 eV
**E_HOMO**: -9.646 eV
**SMILES string**: Nc1nnon1
**HOMO-LUMO gap**: 0.3630 Eh
**Net charge**: 0


Which of them is the least stable? Correct choice: version b.


Version a
Computed, not measured: an isolated ion of composition C7H14NO and charge +1, with ωB97M-V/def2-TZVPD.

Element x y z (Å)
O -2.902 -0.243 0.237
N -0.494 -0.028 -0.593
C -2.261 -1.194 -0.355
C 0.809 -0.137 0.088
C 0.611 0.121 1.614
C -2.493 1.035 -0.107
C 1.752 1.099 -0.460
C -1.234 1.187 -0.435
C 1.601 -1.408 -0.294
H 1.701 0.896 -1.543
H -2.234 -2.201 0.267
H 1.399 -1.716 -1.229
H 0.133 1.093 1.873
H 2.806 0.990 -0.107
H -3.089 1.876 0.127
H 1.665 -0.036 2.129
H -0.289 -0.181 -1.577
H 2.754 -1.147 -0.158
H -2.121 -1.272 -1.409
H 1.306 -2.260 0.401
H 1.521 2.064 -0.047
H -0.812 2.134 -0.350
H -0.129 -0.670 1.929

Summary:
**Spin multiplicity**: 3
**LUMO energy (spin up / spin down)**: -4.3 / -8.8 eV
**E_HOMO (spin up / spin down)**: -10.627 / -14.038 eV
**HOMO-LUMO gap (spin up / spin down)**: 0.2336 / 0.1911 Eh
**Net charge**: +1


Version b
Computed, not measured: C7H14NO as an isolated structure, with ωB97M-V/def2-TZVPD.

Element x y z (Å)
O -1.814 -0.768 -1.155
N -3.245 0.228 0.266
C 1.395 -0.493 -0.283
C -1.963 -0.631 0.110
C -0.159 1.418 -0.152
C -0.490 0.546 0.875
C 1.164 0.998 -0.720
C 2.810 -0.951 -0.237
C 0.713 -0.446 1.143
H 3.351 -0.266 0.319
H -1.093 0.835 1.640
H 1.277 0.164 1.867
H -3.392 1.120 -0.407
H 0.900 -1.161 -0.928
H 3.286 -1.010 -1.302
H -0.894 2.166 -0.560
H 2.928 -2.018 0.036
H -0.966 -1.204 -1.393
H -3.861 -0.554 0.146
H 0.456 -1.415 1.581
H -3.494 0.517 1.170
H 1.836 1.732 -0.239
H 1.257 1.193 -1.777

Summary:
**Spin multiplicity**: 3
**LUMO energy (spin up / spin down)**: -3.3 / -5.6 eV
**E_HOMO (spin up / spin down)**: -10.967 / -14.124 eV
**HOMO-LUMO gap (spin up / spin down)**: 0.2814 / 0.3133 Eh
**Net charge**: +1


Which of them is the least stable? Correct choice: version a.


Version a
Computed, not measured: C5H4O as an isolated structure, with ωB97M-V/def2-TZVPD.

Element x y z (Å)
O 0.743 -1.578 1.534
C -0.271 -0.995 1.268
C -0.477 -0.051 0.188
C -1.537 0.579 -0.263
C 2.298 0.473 -1.243
C 1.243 0.387 -0.695
H 3.204 0.646 -1.747
H -2.514 0.391 0.160
H -1.497 1.285 -1.074
H -1.193 -1.137 1.873

Summary:
**LUMO energy**: -0.4 eV
**E_HOMO**: -10.223 eV
**HOMO-LUMO gap**: 0.3618 Eh
**Net charge**: 0


Version b
Computed, not measured: one molecule with the formula C5H4O, with ωB97M-V/def2-TZVPD.

Element x y z (Å)
O -2.521 0.047 -0.661
C -0.234 -0.363 -0.160
C 0.866 0.129 -0.131
C 3.149 1.143 0.500
C 2.119 0.680 0.067
C -1.577 -0.916 -0.242
H -1.559 -1.704 -0.995
H -2.442 0.805 -0.070
H 4.022 1.533 0.960
H -1.822 -1.356 0.733

Summary:
**LUMO energy**: 0.7 eV
**E_HOMO**: -9.519 eV
**SMILES string**: C#CC#CCO
**HOMO-LUMO gap**: 0.3764 Eh
**Net charge**: 0


Version c
Computed, not measured: C5H4O as an isolated structure, with ωB97M-V/def2-TZVPD.

Element x y z (Å)
O -0.452 0.967 -1.330
C 0.266 -0.106 0.691
C 0.649 -1.039 -0.251
C 0.609 0.223 -0.986
C -0.926 0.631 0.074
C 1.749 0.026 -0.172
H -1.234 1.588 0.549
H 0.566 -0.074 1.717
H 0.482 -2.061 -0.290
H -1.711 -0.155 -0.002

Summary:
**LUMO energy**: 0.2 eV
**E_HOMO**: -8.642 eV
**HOMO-LUMO gap**: 0.3247 Eh
**Net charge**: 0


Which of them is the least stable? Correct choice: version c.


Version a
Computed, not measured: one molecule with the formula CHN3O, with ωB97M-V/def2-TZVPD.

Element x y z (Å)
O -0.834 -0.433 -1.976
N -0.222 -0.172 0.072
N -0.300 0.359 -1.156
N 1.055 0.976 1.916
C 0.429 0.454 1.063
H -0.128 -1.184 0.081

Summary:
**LUMO energy**: -0.9 eV
**E_HOMO**: -11.057 eV
**SMILES string**: N#CNN=O
**HOMO-LUMO gap**: 0.3718 Eh
**Net charge**: 0


Version b
Computed, not measured: one molecule with the formula CHN3O, with ωB97M-V/def2-TZVPD.

Element x y z (Å)
O 1.380 -0.367 0.183
N 0.619 0.284 1.257
N -0.543 0.582 0.820
N 0.545 -0.478 -0.901
C -0.576 0.076 -0.411
H -1.425 -0.097 -0.949

Summary:
**LUMO energy**: -0.5 eV
**E_HOMO**: -11.705 eV
**SMILES string**: c1nnon1
**HOMO-LUMO gap**: 0.4126 Eh
**Net charge**: 0


Which of them is the least stable? Correct choice: version a.